{"formula": "C2H3FeLiO", "method": "ωB97M-V/def2-TZVPD", "homo_lumo_gap_ev": [7.96, 6.24], "spin_multiplicity": 6, "s_squared": 8.765, "e_above_lowest_kj_mol": 150.24, "charge": 1, "elements": ["O", "C", "Fe", "Li", "H", "C", "H", "H"], "positions_angstrom": [[0.726920, -0.825076, 1.081176], [0.829381, -1.603212, 0.148535], [0.983889, 0.188875, -2.304215], [-0.512910, -0.208330, -2.836240], [1.601678, -2.366325, 0.083606], [-0.060010, -1.542866, -1.022118], [0.114872, -2.319091, -1.752538], [-1.086435, -1.332018, -0.754358]], "forces_ev_per_angstrom": [[0.193, -0.701, -0.664], [-0.229, 1.188, 0.483], [6.774, 1.227, 3.486], [-7.196, -2.128, -2.180], [0.440, -0.312, 0.313], [0.671, 1.370, -1.349], [-0.308, -0.675, -0.014], [-0.344, 0.031, -0.074]], "lowdin_spin": [0.1084, 0.0268, 4.2479, 0.3197, -0.0002, 0.2704, 0.0154, 0.0117]}



{"formula": "C5H18NO2", "method": "ωB97M-V/def2-TZVPD", "homo_lumo_gap_ev": 5.50, "e_above_lowest_kj_mol": 742.05, "charge": 1, "elements": ["C", "C", "C", "C", "C", "N", "H", "H", "H", "H", "H", "H", "H", "H", "H", "H", "H", "H", "H", "H", "H", "H", "O", "H", "H", "O"], "positions_angstrom": [[-0.820824, 2.075185, -1.703632], [-0.801175, 0.493609, -1.775354], [-2.046026, -0.117849, -1.007215], [-1.709846, -1.104828, 0.172927], [-1.231826, -2.533155, -0.236108], [0.402520, 0.028522, -1.301121], [-0.765379, 2.428180, -0.645678], [0.120450, 2.411601, -2.172839], [-1.659785, 2.544974, -2.183805], [-1.026390, 0.310267, -2.830636], [-2.735935, -0.564346, -1.729783], [-2.635757, 0.700023, -0.548679], [-2.625886, -1.264579, 0.751623], [-0.994405, -0.502687, 0.738076], [-0.440528, -2.383285, -0.977435], [-2.195854, -2.902560, -0.587769], [-0.865644, -3.079388, 0.652336], [5.133910, -3.421087, 3.259864], [5.110722, -4.150983, 3.155186], [1.078939, -0.142366, -2.057299], [0.659391, 0.688832, -0.131292], [1.512989, 1.350255, 1.078179], [0.589956, 1.147209, 0.835705], [2.162693, 3.269394, 3.145542], [3.091867, 2.104875, 3.409615], [2.691821, 2.614187, 2.689591]], "forces_ev_per_angstrom": [[1.743, 2.101, 1.446], [-1.078, -2.205, -0.415], [-0.649, 0.010, 2.493], [0.103, 0.596, -0.753], [-0.498, 2.159, 0.831], [-1.619, -0.114, -1.877], [-0.131, -0.752, -0.656], [-0.575, -0.056, -0.038], [-0.550, -0.604, -0.490], [1.018, 0.123, -0.396], [0.521, -0.021, -0.576], [0.413, -0.279, -0.266], [0.166, 0.544, 0.089], [-0.087, -0.553, 0.673], [-0.085, -0.792, -0.251], [0.702, -0.956, -0.600], [-0.180, 0.192, -0.649], [0.007, 0.132, 0.020], [-0.007, -0.131, -0.021], [0.200, 0.320, -0.039], [0.164, 0.414, 3.030], [-0.189, 0.271, 0.438], [0.675, -0.255, -1.839], [-0.184, 0.258, 0.040], [-0.017, 0.109, -0.254], [0.137, -0.508, 0.063]], "mulliken_charge": [-1.3785, 0.2417, -0.7426, -0.6651, -0.9123, -0.1987, 0.4865, 0.3798, 0.4024, 0.4888, 0.3778, 0.3965, 0.4485, 0.2894, 0.2456, 0.3234, 0.3050, -0.0162, 0.0163, 0.3167, 0.4140, 0.3821, -0.5988, 0.3220, 0.3254, -0.6496]}



{"formula": "C2H4F2S2", "method": "ωB97M-V/def2-TZVPD", "homo_lumo_gap_ev": [8.47, 8.47], "e_above_lowest_kj_mol": 256.76, "elements": ["C", "C", "F", "F", "S", "S", "H", "H", "H", "H"], "positions_angstrom": [[-0.150842, -0.035811, -1.165169], [1.630189, 0.245342, 0.384810], [2.813758, 0.547685, -0.176695], [1.015641, 1.290012, 0.883281], [-2.057662, 0.389935, 0.852562], [-1.425055, 1.115338, -0.899599], [0.465001, 0.345920, -1.994248], [-0.493721, -1.108537, -1.117329], [1.792672, -0.480418, 1.187227], [-1.657667, 1.387395, 1.750519]], "forces_ev_per_angstrom": [[2.458, -0.660, 0.841], [-2.215, -1.159, -1.592], [-0.565, 0.223, -0.129], [0.351, 1.601, 0.721], [-0.820, 0.476, 1.938], [0.647, 0.273, -0.116], [-0.339, -0.829, 0.019], [0.807, 1.265, -0.244], [-0.210, -0.352, -0.464], [-0.115, -0.838, -0.974]], "mulliken_charge": [-0.6681, 0.2527, -0.2073, -0.1800, -0.2250, 0.0071, 0.3313, 0.3346, 0.1881, 0.1665]}



{"formula": "C25H50BN5OPb", "method": "ωB97M-V/def2-TZVPD", "homo_lumo_gap_ev": 6.45, "e_above_lowest_kj_mol": 0.00, "elements": ["Pb", "C", "C", "C", "C", "C", "C", "N", "O", "C", "C", "C", "H", "H", "H", "H", "H", "H", "H", "H", "H", "H", "H", "H", "H", "H", "H", "H", "H", "H", "B", "H", "H", "H", "H", "C", "C", "C", "C", "N", "H", "H", "H", "H", "H", "H", "H", "C", "C", "C", "C", "N", "H", "H", "H", "H", "H", "H", "H", "C", "C", "C", "C", "N", "H", "H", "H", "H", "H", "H", "H", "C", "C", "C", "C", "N", "H", "H", "H", "H", "H", "H", "H"], "positions_angstrom": [[0.162991, 1.128675, -0.552846], [-2.025684, -3.288974, -1.999963], [-1.643096, -2.345697, -0.813840], [-2.151770, -2.951108, 0.505552], [-1.225709, -3.995512, 1.110310], [0.196931, -3.434358, 1.208546], [0.714517, -2.784252, -0.119639], [-0.297232, -1.871412, -0.634530], [0.169195, -1.130178, -1.768352], [1.121147, -3.917708, -1.120468], [1.976003, -2.044218, 0.305645], [-2.591245, -1.168735, -1.048364], [-1.373844, -3.068510, -2.848619], [-3.056496, -3.130828, -2.315998], [-1.958327, -4.368783, -1.834267], [-3.143844, -3.388463, 0.368075], [-2.267257, -2.138444, 1.231457], [-1.214636, -4.853821, 0.426676], [-1.534959, -4.437176, 2.060217], [0.846389, -4.302805, 1.336178], [0.227145, -2.739850, 2.049014], [1.530707, -4.772353, -0.567973], [1.926508, -3.543518, -1.749421], [0.307363, -4.394636, -1.663435], [1.748787, -1.083282, 0.763389], [2.536369, -1.808304, -0.602605], [2.592595, -2.701075, 0.920103], [-2.494550, -0.381415, -0.288960], [-3.647456, -1.376010, -0.845233], [-2.455116, -0.743138, -2.042288], [0.161852, 2.903130, -2.505174], [-0.469881, 3.684089, -1.942182], [-0.352104, 1.870501, -2.625811], [0.573210, 3.304484, -3.502230], [1.121931, 2.642298, -1.895782], [-2.726884, -0.922185, 5.662141], [-1.307139, -1.345764, 5.232925], [-0.511146, -0.255039, 4.589606], [-0.533530, -0.058152, 3.125879], [-0.481734, 0.103053, 1.991830], [-3.295576, -0.734435, 4.749318], [-2.649065, 0.092052, 6.066200], [-3.168118, -1.598657, 6.384615], [-1.406250, -2.195085, 4.551423], [-0.774737, -1.745785, 6.097020], [0.579856, -0.288976, 4.701556], [-0.745740, 0.697642, 5.075462], [-7.142108, 1.302463, -2.421654], [-5.896628, 1.316344, -1.576445], [-4.591431, 1.690429, -2.277593], [-3.452756, 1.983393, -1.394760], [-2.509468, 2.113012, -0.757491], [-6.966419, 0.664709, -3.289280], [-7.477273, 2.298678, -2.710437], [-7.944978, 0.852929, -1.836426], [-5.734025, 0.302236, -1.193833], [-6.040203, 1.876617, -0.650507], [-4.695504, 2.684422, -2.740562], [-4.230830, 1.113901, -3.129671], [5.243518, -1.205972, -1.853751], [5.881957, 0.137496, -1.426966], [5.255455, 0.568232, -0.046434], [3.823763, 0.838435, -0.156397], [2.700376, 1.025879, -0.264297], [4.421268, -0.939719, -2.516849], [4.790284, -1.709079, -0.997679], [5.970089, -1.920308, -2.233198], [5.692902, 0.934744, -2.139249], [6.914455, -0.047443, -1.134447], [5.844905, 1.408404, 0.316013], [5.387512, -0.296100, 0.603566], [4.483402, 4.403784, 0.175648], [3.413172, 5.121754, -0.659482], [2.146068, 5.450617, 0.141994], [1.501949, 4.275479, 0.730919], [0.992073, 3.324176, 1.115686], [4.971118, 5.101110, 0.864454], [5.295232, 3.990675, -0.424133], [4.117307, 3.629932, 0.854516], [3.158390, 4.548345, -1.550036], [3.903854, 6.030735, -1.008569], [1.459159, 5.864159, -0.598456], [2.323046, 6.148248, 0.960646]], "forces_ev_per_angstrom": [[-0.767, -1.441, -0.956], [0.884, -0.433, -0.391], [-2.108, -0.642, 0.151], [0.066, -0.259, 0.968], [0.500, -0.212, -1.029], [-0.683, -0.685, -0.880], [-0.753, -1.072, 0.537], [0.565, 0.949, 0.052], [-0.005, 0.627, 0.824], [0.277, -0.200, 0.844], [0.119, 0.205, -1.338], [-0.042, 1.330, 0.676], [-0.075, 0.118, -0.039], [-0.009, 0.213, 0.085], [0.265, 0.064, 0.375], [-0.043, 0.097, -0.209], [0.015, 0.113, -0.042], [0.113, -0.026, -0.066], [-0.259, 0.401, 0.129], [0.271, 0.290, 0.667], [0.341, 0.105, -0.063], [0.290, 0.202, 0.169], [-0.329, -0.109, -0.483], [-0.081, 0.612, -0.305], [-0.065, -0.254, 0.478], [0.089, 0.080, 0.091], [-0.015, 0.165, 0.234], [0.835, 0.040, -0.173], [0.009, -0.817, -0.593], [-0.070, 0.070, 0.030], [0.326, 0.290, -0.152], [-0.914, 0.871, 0.863], [-1.222, -1.291, -0.707], [0.387, 0.364, -1.428], [1.752, 0.036, 0.969], [1.096, 1.224, -0.841], [-0.757, -1.465, 0.191], [1.293, 1.526, -0.600], [-0.836, -0.159, 0.492], [-0.107, -0.051, 0.403], [-0.494, -0.580, 0.175], [-0.100, -0.185, 0.561], [-0.253, -0.052, -0.230], [0.141, -0.009, -0.022], [0.150, 0.235, 0.014], [-0.066, -0.641, 0.640], [-0.172, 0.096, -0.274], [-0.063, -0.124, -0.023], [0.777, -1.236, 0.829], [0.292, 2.412, -0.287], [-0.157, -1.083, -0.094], [-0.224, 0.343, 0.302], [-0.231, 0.204, -0.182], [0.140, -0.023, -0.223], [-0.060, -0.006, -0.089], [-0.118, -0.093, -0.065], [0.154, 0.448, -0.253], [-0.454, -0.028, -0.149], [-0.252, -0.676, 0.350], [-0.185, 0.761, 0.315], [-0.869, -0.982, 1.705], [0.473, -0.433, -1.055], [0.488, 0.235, 0.155], [0.498, 0.072, -0.036], [0.103, -0.677, -0.377], [0.002, 0.081, 0.088], [-0.136, 0.213, -0.604], [0.573, -0.057, -0.207], [0.264, 0.485, -0.648], [-0.489, 0.198, 0.321], [-0.059, 0.190, 0.314], [0.302, 0.173, 0.595], [0.905, -0.591, 0.576], [0.032, -0.037, -0.515], [0.157, 0.029, -0.565], [0.002, -0.020, 0.456], [-0.053, 0.218, -0.127], [-0.162, -0.069, -0.179], [-0.322, -0.215, -0.399], [-0.193, -0.125, 0.115], [-0.443, 0.245, -0.064], [-0.330, 0.210, 0.403], [0.074, 0.215, -0.181]], "mulliken_charge": [0.8175, -1.9850, 1.7497, -1.2413, -1.0468, -1.1812, 1.4231, 1.5513, -0.9902, -1.6601, -1.8199, -2.6331, 0.4290, 0.3823, 0.3708, 0.4640, 0.3339, 0.3295, 0.4700, 0.4837, 0.3317, 0.3948, 0.2461, 0.3401, -0.1037, 0.4323, 0.5186, 0.4207, 0.4619, 0.5146, 1.1037, -0.3213, -0.2694, -0.2186, -0.4230, -1.1728, -0.1998, -0.7369, -0.0620, 0.0657, 0.2988, 0.3042, 0.3638, 0.1446, 0.3782, 0.3073, 0.4483, -1.3266, -0.2115, -0.4522, 0.1038, -0.4684, 0.3308, 0.3352, 0.3720, 0.1821, 0.4300, 0.4147, 0.3588, -0.9560, -0.4773, -0.8310, 0.1814, -0.1935, 0.2658, 0.2395, 0.3972, 0.3562, 0.3461, 0.3575, 0.3763, -1.1356, -0.3908, -0.4770, 0.3565, -0.5008, 0.4116, 0.2851, 0.2462, 0.2766, 0.3579, 0.2560, 0.3682]}